No. 1
Below is a single C17H30OS molecule at a distorted geometry, with properties calculated with the ωB97M-V functional and the def2-TZVPD basis.

Last column: Mulliken charge in e.
CARTESIAN COORDINATES (ANGSTROEM)
C 0.473933 -4.507564 -0.896081  -1.129
C -0.468742 -3.665015 -0.379774  0.312
C -1.863607 -3.533509 -1.005574  -0.984
C -0.159597 -2.921620 0.786961  0.195
C 0.201388 -2.329770 1.784228  -0.461
C 0.566414 -1.659220 3.083992  1.455
C 1.094991 -2.700613 4.074316  -1.721
O 1.628640 -0.775736 2.777689  -0.580
C -0.698948 -0.954280 3.626265  0.126
C -0.427712 -0.203384 4.951400  -1.568
C -1.428784 0.028774 2.604080  -0.764
S -0.277938 1.229956 1.837140  -0.323
C -0.687361 1.149469 0.045107  -0.243
C 0.304443 1.947548 -0.786699  -0.886
C 0.108942 3.479498 -0.553417  -0.692
C 1.411525 4.226018 -0.798812  -0.597
C 1.701307 4.416819 -2.295666  -0.585
C 2.971443 5.209867 -2.626834  -0.481
C 4.214510 4.418856 -2.321983  -1.108
H 1.416539 -4.643239 -0.350400  0.288
H 0.297174 -5.119947 -1.779417  0.317
H -2.630699 -3.904583 -0.296006  0.281
H -1.976749 -4.098611 -1.947403  0.351
H -2.097965 -2.440687 -1.196132  0.200
H 1.902176 -3.303540 3.656536  0.420
H 0.261663 -3.387722 4.368930  0.293
H 1.501787 -2.144560 4.921986  0.405
H 1.257234 -0.074193 2.236647  0.242
H -1.431112 -1.732167 3.872108  0.420
H -1.349607 0.174103 5.394690  0.422
H 0.208263 0.657959 4.789398  0.344
H 0.097898 -0.814470 5.697837  0.381
H -1.902974 -0.529801 1.770591  0.342
H -2.210645 0.597370 3.101369  0.558
H -1.680245 1.528111 -0.190162  0.410
H -0.674443 0.081058 -0.308978  0.069
H 1.322104 1.604894 -0.523377  0.304
H 0.144207 1.766310 -1.828727  0.392
H -0.687804 3.847851 -1.156232  0.434
H -0.182579 3.661147 0.493660  0.411
H 1.280365 5.185417 -0.335260  0.401
H 2.272703 3.697113 -0.356505  0.196
H 1.790489 3.430954 -2.713139  0.263
H 0.850241 4.904821 -2.776065  0.364
H 2.987228 6.094838 -2.022793  0.302
H 2.914997 5.466994 -3.685486  0.304
H 4.321787 4.196298 -1.225935  0.277
H 5.117636 4.897640 -2.763560  0.337
H 4.145158 3.474222 -2.824838  0.307

Cartesian forces, eV/Å:
C -0.74 0.69 0.98
C 0.38 -1.57 -1.79
C -0.09 0.92 0.26
C 0.47 0.81 1.32
C -0.69 -0.61 -0.14
C -0.12 -0.51 -1.53
C -0.61 -0.16 0.12
O 0.55 -0.54 1.15
C -0.72 1.13 0.33
C 0.31 -0.11 -0.14
C 0.56 -1.04 -0.25
S -0.50 0.47 -0.65
C -0.13 -1.41 -0.72
C -0.04 0.87 1.27
C 1.50 -1.36 1.22
C -0.01 0.10 -0.86
C -0.04 0.47 0.50
C -0.64 -0.69 0.16
C 0.92 0.04 0.29
H -0.36 0.15 -0.44
H -0.06 0.23 0.19
H 0.40 0.22 -0.31
H 0.28 0.28 0.45
H 0.22 -1.21 0.14
H -0.11 0.17 -0.19
H 0.74 0.61 -0.03
H -0.14 -0.31 0.08
H -0.06 0.43 -0.37
H 0.08 -0.06 -0.28
H -0.08 -0.16 -0.05
H 0.21 0.26 -0.18
H -0.35 0.03 -0.24
H 0.38 0.16 0.52
H 0.01 -0.11 0.21
H -0.25 0.07 0.46
H 0.05 0.78 0.65
H -0.27 0.38 -0.18
H -0.09 -0.46 -0.68
H -0.63 0.34 -0.67
H 0.02 -0.21 -0.26
H 0.41 0.72 0.31
H -0.46 0.24 0.19
H 0.02 -0.59 -0.55
H -0.13 -0.04 0.06
H -0.13 0.87 0.10
H 0.23 0.20 0.03
H 0.16 0.43 -1.03
H -0.43 -0.16 0.75
H 0.00 -0.78 -0.24

The structure (SMILES) is C=C(C)C#C[C@@](C)(O)[C@@H](C)CSCCCCCCC. For the gap between HOMO and LUMO, the calculation gives 9.38 eV. Its highest occupied orbital energy is -8.60 eV. As for the lowest unoccupied orbital energy: 0.02856 hartree.

=====

No. 2
Below is a molecular structure, C17H31Ag2Cu2N3O14 at a distorted geometry, with properties calculated with the ωB97M-V functional and the def2-TZVPD basis.

Last column: Mulliken charge in e.
CARTESIAN COORDINATES (ANGSTROEM)
Ag 1.118909 -3.476853 1.488899  0.656
Ag 2.832485 -1.840340 -0.921201  0.666
Cu 4.558331 1.345356 -0.915017  0.899
Cu -0.288602 -3.759239 -1.897527  0.833
O 2.409878 0.434716 -1.065660  -0.312
C 0.963652 0.426880 -1.031713  -0.179
C 0.180629 -0.655120 -0.173499  0.704
O 0.671681 -1.982792 -0.152537  -0.519
H 0.663993 0.228011 -2.060675  -0.036
H 0.614847 1.401255 -0.689631  0.336
H -0.896876 -0.680969 -0.336038  0.006
H 0.256722 -0.166138 0.797692  -0.390
C 1.148867 0.242106 -5.197103  -0.298
N 1.723484 1.502451 -5.674813  0.917
O 2.762751 1.872598 -5.155171  -0.547
O 1.335790 1.974030 -6.729400  -0.447
H 0.383179 -0.045254 -5.917686  0.358
H 0.552308 0.414630 -4.301300  -0.294
H 2.095081 -0.239331 -4.950133  0.362
C 1.411166 3.867125 -2.750747  -0.634
N 1.828309 5.237969 -2.280045  0.872
O 0.929204 5.991374 -1.800121  0.037
O 3.002133 5.581070 -2.354752  -0.237
H 1.392068 3.832486 -3.840029  0.444
H 0.549864 3.410695 -2.262971  0.328
H 2.255087 3.210173 -2.540241  0.156
C -0.369271 1.073472 3.201694  -0.849
N -1.468322 1.509630 4.124589  0.949
O -1.200899 1.602812 5.272345  -0.472
O -2.607975 1.578235 3.632441  -0.556
H 0.130486 0.252767 3.716254  0.180
H 0.336690 1.901927 3.259880  0.428
H -0.914525 0.979338 2.262574  0.308
O -1.709675 -1.936830 -2.901323  -0.456
C -2.477694 -1.023493 -3.327905  0.297
O -3.235971 -1.264308 -4.411536  -0.304
C -3.736462 -0.098847 -4.961709  -0.497
C -3.585111 0.957253 -3.837999  -0.574
C -2.602207 0.408741 -2.844340  0.566
H -4.797936 -0.226465 -5.174074  0.316
H -3.199770 0.151984 -5.876663  0.319
H -4.508713 1.383503 -3.446388  0.408
H -3.088647 1.686512 -4.478152  0.238
H -3.131220 0.394945 -1.891419  0.262
H -1.579913 0.773399 -2.744143  -0.452
O -0.703350 -2.880874 2.748472  -0.107
C -1.862564 -2.586062 2.918165  0.387
O -2.420312 -2.396109 4.048074  -0.219
C -3.679773 -1.870619 3.979691  -0.333
C -4.148756 -2.191961 2.546669  -0.594
C -2.843467 -2.352996 1.847631  0.067
H -3.600787 -0.806207 4.200793  0.253
H -4.270695 -2.420632 4.712089  0.352
H -4.765323 -1.397788 2.125667  0.384
H -4.557331 -3.193429 2.411618  0.292
H -2.565540 -1.427651 1.343067  -0.062
H -2.818139 -3.247647 1.225493  0.447
O 1.759087 -1.609255 2.781124  -0.274
C 2.721448 -1.197141 3.405001  0.326
O 3.376059 -0.122661 2.995636  -0.255
C 4.710477 -0.069450 3.531260  -0.447
C 4.545446 -0.887471 4.862626  -0.765
C 3.388761 -1.792840 4.612565  -0.242
H 5.192553 0.908138 3.525869  0.372
H 5.380220 -0.662271 2.908285  0.287
H 4.367998 -0.103802 5.599156  0.294
H 5.472631 -1.425503 5.059955  0.381
H 2.643597 -1.823205 5.407497  0.360
H 3.969950 -2.674031 4.340890  0.304

Cartesian forces, eV/Å:
Ag 0.42 0.03 0.25
Ag 0.01 -0.46 0.09
Cu -0.30 -0.01 -0.08
Cu -0.71 1.07 -0.39
O -2.11 -0.44 0.36
C 1.67 0.42 0.32
C 0.76 -1.30 1.19
O 0.15 0.73 -1.42
H -0.01 -0.13 -0.63
H -0.05 0.08 -0.24
H 0.05 0.41 -1.04
H 0.44 -0.29 0.60
C -0.67 0.62 0.55
N 0.52 1.00 -3.22
O 0.23 0.44 1.75
O -0.61 -0.38 1.34
H 0.85 -0.83 -0.34
H 0.27 0.32 0.38
H -0.74 -1.22 -0.37
C 0.53 -0.97 -0.13
N 3.84 -0.32 -0.78
O -0.11 0.38 0.01
O -3.83 -0.49 0.41
H -0.43 0.68 -0.17
H -0.33 0.97 -0.05
H 0.33 0.44 0.29
C -0.30 1.27 0.87
N -1.64 -1.13 -0.88
O 0.35 0.51 1.18
O 1.12 0.00 0.15
H -0.33 -0.37 -0.60
H 0.06 0.04 -0.54
H 0.75 -0.41 -0.12
O -1.02 1.68 0.06
C 0.92 -2.96 -0.92
O 2.20 -1.67 2.23
C -2.06 1.36 0.42
C 0.98 1.75 -2.54
C -0.93 -1.63 0.29
H 0.17 -0.22 -0.32
H 0.01 -0.13 0.09
H 0.19 -0.34 0.04
H -0.23 1.06 0.77
H 0.55 -0.09 0.42
H -0.19 0.55 -0.10
O 1.24 -0.47 0.14
C -2.08 0.67 1.75
O 4.03 -1.46 1.26
C -3.58 0.57 -0.66
C -0.44 -0.09 1.20
C 0.67 0.31 -2.89
H -0.33 0.03 0.09
H -0.08 0.35 0.36
H -0.03 -0.26 -0.07
H -0.91 0.27 0.66
H 0.33 -0.17 -0.49
H 0.11 0.36 -0.57
O -0.60 0.01 -0.38
C 1.41 -0.16 0.34
O -0.57 0.68 -1.42
C 0.94 -2.03 0.94
C 1.34 2.99 0.09
C 0.19 0.39 -0.60
H -0.93 0.27 0.54
H -0.25 -0.19 -0.61
H 0.01 -0.51 0.54
H -0.17 0.22 0.35
H 0.31 -0.76 0.13
H -1.33 -1.03 0.08

As for the multiplicity: 4. The charge is +5. For the gap between HOMO and LUMO (spin up / spin down), the calculation gives 6.11 / 3.22 eV. Its highest occupied orbital energy (spin up / spin down) is -21.87 / -21.87 eV. The expectation value of S² is 3.7755. As for the lowest unoccupied orbital energy (spin up / spin down): -0.57923 / -0.68517 hartree.

=====

No. 3
Below is a molecular structure, C17H31BeN2O2P2 at a distorted geometry, with properties calculated with the ωB97M-V functional and the def2-TZVPD basis.

Last column: Mulliken charge in e.
CARTESIAN COORDINATES (ANGSTROEM)
Be 0.372584 -0.464866 0.480898  -2.363
P 2.193360 -0.779666 -0.675257  1.443
C 1.315086 -1.963792 -1.858977  -1.326
C -0.180220 -2.022279 -1.482565  0.349
N -0.710091 -1.106442 -0.592361  1.461
C -2.044550 -0.855926 -0.547759  0.565
C -2.918013 -1.738252 -1.140812  -0.806
C -2.428885 -2.797959 -1.905535  -0.630
C -1.048081 -2.911118 -2.107047  -0.801
C -2.539680 0.310033 0.296601  -1.169
P -1.838852 1.966560 -0.214410  0.838
H -0.661814 -3.625402 -2.831821  0.507
H -3.966108 -1.551854 -0.999603  0.543
H -3.123789 -3.498210 -2.327753  0.467
H -3.635109 0.438059 0.185883  0.626
H -2.200785 0.188791 1.352724  0.272
H 1.440112 -1.614348 -2.909309  0.423
H 1.790258 -2.968241 -1.822880  0.568
H 0.067188 0.648561 -3.463478  0.250
O 0.099557 0.148518 -4.276359  -0.610
H 1.040172 0.372010 -4.507598  0.350
H -0.240837 2.456647 -1.422466  -0.242
O 0.753979 2.572801 -1.521779  -0.599
H 0.659450 2.995805 -2.404954  0.327
C -3.020854 2.723325 -1.412292  -1.189
H -4.071099 2.542301 -1.126675  0.396
H -2.847174 3.814171 -1.484950  0.364
H -2.851105 2.316070 -2.430749  0.341
C -1.926724 2.994958 1.299380  -1.249
H -1.343846 3.914641 1.117929  0.377
H -2.980834 3.232914 1.524111  0.410
H -1.432250 2.442925 2.118493  0.309
C 3.257650 -1.977564 0.167921  -1.562
H 3.857261 -2.464433 -0.612515  0.460
H 3.889283 -1.508357 0.925915  0.373
H 2.621821 -2.723344 0.656263  0.430
C 3.276589 0.350203 -1.584594  -1.082
H 3.968219 0.851373 -0.892872  0.369
H 3.854319 -0.204469 -2.332082  0.452
H 2.704426 1.135819 -2.092803  0.223
C 2.013218 1.782794 1.703050  -1.175
C 1.364154 0.769532 2.552197  0.438
C 1.389129 0.608595 3.936318  -0.886
C 0.570659 -0.522145 4.260767  -0.960
C 0.093446 -1.024092 3.041233  0.640
C -0.817957 -2.154529 2.777481  -1.200
N 0.567434 -0.225910 2.031216  1.663
H 1.440806 2.011245 0.789866  0.183
H 3.025811 1.458800 1.410207  0.191
H 2.134000 2.708726 2.289125  0.420
H 1.926497 1.256451 4.638266  0.479
H 0.340992 -0.951477 5.232844  0.484
H -0.569406 -2.991961 3.438161  0.431
H -1.851048 -1.865463 3.018277  0.225
H -0.778350 -2.500524 1.737129  0.198

Cartesian forces, eV/Å:
Be 0.90 0.74 0.02
P -0.66 -0.65 -0.12
C 0.16 0.30 0.26
C -0.64 0.24 -0.11
N 0.40 -0.04 -1.05
C 0.28 -0.24 1.03
C 0.12 -0.08 -0.54
C 0.56 0.58 0.64
C -0.21 0.21 -0.34
C -0.16 0.37 -0.17
P 0.63 -0.05 -0.16
H -0.02 0.07 0.30
H -0.31 -0.17 -0.14
H -0.07 -0.22 -0.29
H 0.47 -0.62 0.51
H -0.51 -0.02 -0.59
H -0.48 -0.14 0.63
H -0.38 0.58 0.12
H -0.60 0.29 0.72
O 1.89 0.31 -0.26
H -1.23 -0.53 -0.34
H 1.32 -0.49 1.06
O -1.52 0.46 -1.97
H 1.10 0.04 0.48
C -0.42 -0.17 -0.13
H 0.29 0.20 -0.16
H -0.03 -0.53 0.23
H -0.12 0.08 0.62
C -0.31 -0.14 -0.12
H -0.37 -0.34 0.05
H 0.53 0.02 0.25
H -0.33 0.25 -0.24
C 0.23 -0.03 -0.14
H 0.10 0.01 0.41
H -0.04 -0.05 -0.14
H 0.11 0.11 -0.05
C 0.15 0.14 -0.46
H -0.24 -0.26 -0.08
H 0.02 0.06 0.17
H -0.04 -0.24 0.26
C 0.51 0.57 -0.14
C -0.43 -0.60 1.85
C -0.07 0.24 -0.39
C -0.19 -0.41 -1.30
C 0.77 1.08 1.64
C -0.51 -0.35 0.34
N -0.50 -0.18 -1.11
H 0.19 0.04 0.27
H -0.17 0.18 -0.08
H 0.00 -0.25 -0.39
H -0.30 -0.35 -0.36
H 0.20 0.22 -0.22
H -0.09 0.02 -0.24
H 0.05 -0.21 -0.21
H -0.02 -0.03 0.17

As for the energy above the lowest of the compared OMol25 structures with the same formula, charge and spin: 0.0 kJ/mol. The charge is +1. For the gap between HOMO and LUMO, the calculation gives 6.08 eV. Its highest occupied orbital energy is -9.71 eV. As for the lowest unoccupied orbital energy: -0.13361 hartree.